# CHI3S

A 2-piece molecular cluster, CHI3S overall (ωB97M-V/def2-TZVPD, OMol25).

```
6
Properties=species:S:1:pos:R:3:nbo_charge:R:1
C 1.48 -0.37 0.85 -0.49
S -2.46 0.87 -0.47 -0.20
I -0.78 -0.49 -1.51 0.13
I 3.10 -1.64 0.66 0.23
I 2.07 1.65 1.00 0.19
H -3.42 -0.02 -0.53 0.13
```

Values from the calculation:
Kohn-Sham gap: 7.002 eV
molar mass: 425.80 g mol⁻¹
relative energy (zero: lowest compared OMol25 entry of this formula, charge and spin): 292.4 kJ/mol
highest occupied orbital energy: -8.5 eV
E_tot: -1329.84035 hartree
maximum force: 0.9 eV Å⁻¹



# C4H12NO

A 2-piece molecular cluster, C4H12NO overall in a non-equilibrium geometry (ωB97M-V/def2-TZVPD, OMol25).

```
18
Properties=species:S:1:pos:R:3:nbo_charge:R:1
C -0.17 1.33 -0.38 -0.32
N 0.02 0.00 -1.06 -0.72
C 1.26 -0.69 -0.46 -0.44
C 1.14 -0.35 1.03 -0.43
C 0.61 1.18 0.89 -0.44
H 0.39 2.02 -1.18 0.19
H -1.27 1.57 -0.36 0.24
H 0.12 -0.04 -2.06 0.29
H -0.69 -0.58 -0.84 0.41
H 2.14 -0.12 -0.97 0.19
H 1.29 -1.79 -0.75 0.23
H 0.34 -0.91 1.54 0.21
H 2.15 -0.38 1.58 0.23
H 1.34 1.94 0.98 0.22
H -0.08 1.22 1.65 0.21
H -3.59 -1.27 0.06 0.47
H -2.33 -1.95 0.38 0.45
O -2.65 -1.17 -0.04 -1.00
```

Values from the calculation:
Kohn-Sham gap (spin up / spin down): 3.539 / 12.540 eV
molar mass: 90.15 g mol⁻¹
spin multiplicity: 2
relative energy (zero: lowest compared OMol25 entry of this formula, charge and spin): 246.3 kJ/mol
highest occupied orbital energy (spin up / spin down): -2.8 / -12.1 eV
E_tot: -289.43634 hartree
maximum force: 3.9 eV Å⁻¹



# C6H9NO

C6H9NO in the gas phase in a non-equilibrium geometry (ωB97M-V/def2-TZVPD, OMol25).

```
17
Properties=species:S:1:pos:R:3:nbo_charge:R:1
C -4.12 0.47 -0.08 -0.67
C -2.78 -0.11 -0.10 -0.10
C -1.61 -0.26 0.20 0.29
O -0.38 -0.74 0.55 -0.49
C 0.87 -0.25 0.15 0.59
C 1.84 -1.26 0.67 -0.70
N 1.22 0.80 -0.48 -0.47
C 2.64 0.93 -0.72 -0.45
H -4.00 1.41 -0.75 0.24
H -4.40 0.74 0.89 0.23
H -4.75 -0.22 -0.60 0.23
H 2.50 -1.63 -0.08 0.23
H 2.55 -0.78 1.30 0.23
H 1.47 -2.00 1.25 0.24
H 3.02 0.04 -1.38 0.20
H 3.24 0.88 0.28 0.18
H 2.69 1.98 -1.10 0.22
```

Values from the calculation:
Kohn-Sham gap: 9.995 eV
molar mass: 111.14 g mol⁻¹
structure (SMILES): CC#CO/C(C)=N/C
relative energy (zero: lowest compared OMol25 entry of this formula, charge and spin): 395.7 kJ/mol
highest occupied orbital energy: -9.1 eV
E_tot: -363.87353 hartree
maximum force: 3.7 eV Å⁻¹



# C3H4O2

A 2-piece molecular cluster, C3H4O2 overall in a non-equilibrium geometry (ωB97M-V/def2-TZVPD, OMol25).

```
9
Properties=species:S:1:pos:R:3:nbo_charge:R:1
C -0.41 0.21 0.41 -0.14
C -0.28 0.02 -0.76 0.17
C -0.56 0.66 1.77 -0.68
O 1.32 -0.76 -2.80 -0.37
O 0.01 -0.82 -2.49 -0.15
H 0.42 0.80 2.22 0.24
H -1.12 1.59 1.80 0.24
H -1.11 -0.10 2.33 0.24
H 1.72 -1.59 -2.48 0.45
```

Values from the calculation:
Kohn-Sham gap: 9.171 eV
molar mass: 72.06 g mol⁻¹
relative energy (zero: lowest compared OMol25 entry of this formula, charge and spin): 778.6 kJ/mol
highest occupied orbital energy: -10.1 eV
E_tot: -266.89624 hartree
maximum force: 5.5 eV Å⁻¹



# C25H18AsN4O3S5V

C25H18AsN4O3S5V as an isolated structure in a non-equilibrium geometry (ωB97M-V/def2-TZVPD, OMol25).

```
57
Properties=species:S:1:pos:R:3:nbo_charge:R:1
V 0.08 0.08 0.26 0.78
S 0.17 -0.03 4.35 -0.60
As -1.27 0.40 2.92 0.94
S -0.49 1.93 1.39 -0.25
S -1.36 -1.24 1.35 -0.19
S -3.20 0.91 3.47 -0.59
C 3.58 -0.55 -2.20 -0.19
C 3.36 0.33 -3.25 -0.21
C 2.19 1.07 -3.30 -0.18
C 1.24 0.94 -2.29 -0.06
C 1.46 0.07 -1.23 -0.19
C 2.64 -0.68 -1.19 -0.18
C -0.06 1.64 -2.31 0.25
C -0.37 2.62 -3.28 -0.25
C -1.57 3.25 -3.22 -0.09
C -2.51 2.89 -2.24 -0.12
C -3.78 3.52 -2.15 -0.18
C -4.68 3.13 -1.20 -0.19
C -4.35 2.10 -0.31 -0.17
C -3.13 1.49 -0.36 -0.26
C -2.16 1.89 -1.32 0.25
N -0.91 1.30 -1.35 -0.49
H 4.50 -1.13 -2.15 0.23
H 4.10 0.44 -4.03 0.22
H 2.03 1.74 -4.13 0.21
H 2.83 -1.38 -0.39 0.23
H 0.35 2.87 -4.04 0.23
H -1.82 4.03 -3.94 0.22
H -4.02 4.30 -2.86 0.22
H -5.65 3.62 -1.13 0.22
H -5.05 1.79 0.46 0.24
H -2.89 0.72 0.36 0.25
N -1.94 -1.47 -1.72 -0.31
C -2.16 -2.52 -2.54 -0.01
C -0.97 -3.19 -2.67 -0.32
C -0.07 -2.47 -1.88 0.00
N -0.66 -1.43 -1.31 -0.27
H -2.60 -0.81 -1.37 0.44
H -3.14 -2.70 -2.96 0.23
H -0.78 -4.08 -3.25 0.24
H 0.98 -2.67 -1.70 0.24
O 4.94 -2.72 1.99 -0.92
S 3.90 -2.38 2.91 2.29
O 3.58 -3.27 3.98 -0.89
N 2.54 -2.04 2.01 -0.68
C 2.31 -0.79 2.07 0.62
O 1.35 -0.24 1.28 -0.56
C 3.19 0.07 2.87 -0.15
C 3.17 1.43 3.05 -0.14
C 4.13 1.99 3.88 -0.19
C 5.09 1.18 4.51 -0.18
C 5.11 -0.19 4.31 -0.20
C 4.15 -0.72 3.47 -0.23
H 2.40 2.04 2.59 0.24
H 4.14 3.06 4.06 0.22
H 5.82 1.64 5.17 0.22
H 5.85 -0.82 4.79 0.24
```

Values from the calculation:
Kohn-Sham gap: 5.947 eV
molar mass: 708.64 g mol⁻¹
relative energy (zero: lowest compared OMol25 entry of this formula, charge and spin): 0.0 kJ/mol
highest occupied orbital energy: -7.8 eV
E_tot: -6578.97410 hartree
maximum force: 3.7 eV Å⁻¹



- E_tot of number 1 (CHI3S)?
  -1329.84035 hartree